(1)
This record from the OMol25 dataset describes a gas-phase ion, C2H4O3P (charge -1) at a distorted geometry. The level of theory is ωB97M-V/def2-TZVPD.

Computed properties:
Net charge: -1
Spin multiplicity: 1
Relative energy (zero: lowest compared OMol25 entry of this formula, charge and spin): 36.3 kcal/mol
E_tot: -645.74664 Eh
LUMO: 4.2 eV
HOMO level: -4.3 eV

Last column: natural (NBO) charge in e.
Geometry (Å):
C (0.565, 0.531, -0.069)  0.281
C (0.722, -0.615, 0.924)  -0.767
O (-1.451, -1.240, -1.097)  -1.155
O (1.285, 1.484, -0.026)  -0.584
O (-1.980, 1.290, -0.182)  -1.143
P (-1.113, 0.412, -0.941)  1.859
H (1.508, -1.270, 0.575)  0.223
H (-0.166, -1.317, 0.988)  0.264
H (1.265, -0.358, 1.844)  0.208
H (-0.635, 1.082, -2.015)  -0.188

(2)
This record from the OMol25 dataset describes a molecular structure, C45H30Cl3N12O2SeZr. The level of theory is ωB97M-V/def2-TZVPD.

Computed properties:
Net charge: +1
Spin multiplicity: 1
Relative energy (zero: lowest compared OMol25 entry of this formula, charge and spin): 0.0 kcal/mol
E_tot: -6369.53097 Eh
LUMO: -3.3 eV
HOMO level: -10.2 eV

Last column: Mulliken charge in e.
Geometry (Å):
Zr (0.075, 2.029, -0.372)  -1.049
C (-4.271, 1.946, 1.355)  -1.111
C (-3.181, 2.145, 0.495)  -0.228
N (-1.931, 2.199, 0.914)  1.572
C (-1.684, 2.082, 2.253)  -0.091
C (-2.708, 1.799, 3.175)  1.276
C (-4.031, 1.758, 2.687)  -0.920
C (-2.372, 1.525, 4.523)  -0.839
C (-1.057, 1.491, 4.879)  -1.372
C (-0.030, 1.801, 3.958)  -0.652
C (-0.316, 2.178, 2.664)  -0.001
N (0.551, 2.584, 1.659)  1.078
C (1.699, 3.344, 1.887)  0.920
C (2.356, 3.589, 3.073)  -0.696
C (3.516, 4.390, 3.120)  -1.174
C (4.029, 4.974, 2.002)  -1.012
C (3.353, 4.803, 0.773)  1.207
C (3.762, 5.444, -0.415)  -0.804
C (3.025, 5.298, -1.554)  -1.307
C (1.887, 4.483, -1.521)  -0.293
N (1.492, 3.837, -0.439)  0.622
C (2.203, 3.995, 0.722)  -0.267
H (-5.272, 1.933, 0.948)  0.454
H (-3.336, 2.278, -0.567)  0.324
H (-4.845, 1.573, 3.378)  0.487
H (-3.158, 1.322, 5.238)  0.481
H (-0.777, 1.236, 5.893)  0.417
H (0.989, 1.704, 4.291)  0.564
H (2.001, 3.190, 4.005)  0.415
H (3.999, 4.536, 4.077)  0.425
H (4.920, 5.586, 2.039)  0.477
H (4.651, 6.063, -0.401)  0.491
H (3.293, 5.793, -2.476)  0.476
H (1.283, 4.350, -2.408)  0.625
C (-0.177, -1.822, -4.592)  -1.144
N (-0.694, -0.922, -3.568)  1.148
C (-0.052, -0.379, -2.545)  -1.037
N (-0.847, 0.495, -1.932)  0.766
C (-2.004, 0.418, -2.658)  -0.664
N (-1.949, -0.428, -3.649)  -0.979
C (-0.763, -3.209, -4.531)  1.049
C (-0.939, -3.927, -5.706)  -0.965
C (-1.411, -5.232, -5.667)  -0.662
C (-1.718, -5.827, -4.455)  -1.079
C (-1.552, -5.103, -3.278)  -0.076
C (-1.075, -3.799, -3.317)  -0.151
C (-1.875, -5.718, -1.994)  0.688
N (-2.279, -6.911, -1.740)  -0.493
N (-2.433, -6.988, -0.362)  -0.510
C (-2.108, -5.835, 0.105)  0.729
O (-1.742, -4.967, -0.872)  -0.241
C (-2.102, -5.364, 1.486)  -0.174
C (-2.467, -6.224, 2.514)  -1.092
C (-2.465, -5.759, 3.820)  -0.642
C (-2.110, -4.447, 4.095)  -1.010
C (-1.751, -3.584, 3.065)  0.926
C (-1.438, -2.146, 3.400)  -1.400
N (-0.675, -1.440, 2.382)  1.630
C (-1.112, -0.625, 1.431)  -1.632
N (-0.080, -0.086, 0.794)  1.521
C (0.998, -0.652, 1.415)  -1.017
N (0.676, -1.474, 2.378)  -1.046
C (-1.741, -4.048, 1.762)  -0.262
H (0.906, -1.848, -4.461)  0.228
H (-0.385, -1.359, -5.555)  0.508
H (0.967, -0.602, -2.275)  0.668
H (-2.879, 1.011, -2.454)  0.459
H (-0.709, -3.466, -6.660)  0.424
H (-1.546, -5.783, -6.587)  0.413
H (-2.091, -6.841, -4.407)  0.538
H (-0.953, -3.250, -2.392)  0.717
H (-2.743, -7.243, 2.283)  0.534
H (-2.740, -6.423, 4.628)  0.407
H (-2.109, -4.094, 5.120)  0.479
H (-0.851, -2.084, 4.315)  0.532
H (-2.356, -1.576, 3.559)  0.356
H (-2.157, -0.437, 1.243)  0.682
H (2.014, -0.422, 1.147)  0.625
H (-1.452, -3.397, 0.947)  0.971
Cl (7.047, 2.700, -3.174)  -0.202
C (5.523, 2.236, -2.502)  0.339
C (4.394, 2.237, -3.300)  -0.930
C (3.181, 1.878, -2.741)  1.225
Cl (1.763, 1.943, -3.746)  -0.161
C (3.044, 1.507, -1.398)  -1.982
O (1.863, 1.193, -0.865)  0.569
C (4.219, 1.514, -0.636)  1.289
Cl (4.145, 1.081, 1.037)  -0.166
C (5.444, 1.873, -1.169)  -0.969
H (4.450, 2.523, -4.341)  0.505
H (6.325, 1.871, -0.543)  0.495
Se (-1.384, 3.585, -2.088)  -0.119
C (-1.537, 4.839, -0.747)  0.443
N (-1.622, 5.578, 0.134)  -0.555

(3)
This record from the OMol25 dataset describes a molecular structure, C16H19BN6PtSe at a distorted geometry. The level of theory is ωB97M-V/def2-TZVPD.

Computed properties:
Net charge: 0
Spin multiplicity: 3
Relative energy (zero: lowest compared OMol25 entry of this formula, charge and spin): 53.2 kcal/mol
⟨S²⟩: 2.0105
E_tot: -3495.13854 Eh
LUMO (spin up / spin down): 0.2 / -2.4 eV
HOMO level (spin up / spin down): -7.7 / -8.3 eV

Last column: natural (NBO) charge in e.
Geometry (Å):
H (2.292, 3.882, -0.330)  0.238
N (1.692, 2.105, -1.346)  -0.379
B (0.286, 0.444, -2.895)  0.627
N (0.848, 1.826, -2.420)  -0.335
C (0.612, 2.991, -3.095)  0.029
Pt (2.629, 0.846, -0.014)  0.682
H (0.091, 2.941, -4.058)  0.242
C (1.127, 4.033, -2.333)  -0.345
H (0.959, 5.074, -2.537)  0.235
C (1.825, 3.456, -1.228)  -0.009
H (0.320, 0.555, -4.118)  -0.066
C (-1.740, -2.268, 2.593)  -0.853
H (-1.131, -2.571, 3.460)  0.207
H (-1.048, -1.926, 1.803)  0.224
H (-2.330, -3.142, 2.245)  0.211
N (-1.423, 0.032, -2.735)  -0.344
N (1.448, -0.524, -2.582)  -0.332
N (-2.028, -0.124, -1.510)  -0.293
N (2.361, -0.495, -1.520)  -0.390
C (-2.426, -0.229, -3.677)  -0.060
C (1.784, -1.557, -3.393)  0.037
H (-2.342, -0.179, -4.759)  0.210
H (1.264, -1.636, -4.355)  0.243
C (-3.605, -0.562, -2.985)  -0.359
C (2.721, -2.316, -2.754)  -0.349
C (-3.301, -0.507, -1.619)  -0.075
C (3.075, -1.659, -1.571)  0.004
H (-4.562, -0.827, -3.349)  0.216
H (3.056, -3.293, -3.094)  0.238
H (-3.917, -0.728, -0.734)  0.210
H (3.688, -1.938, -0.710)  0.236
H (-2.360, -1.468, 2.898)  0.210
Se (2.772, 0.943, 2.246)  0.023
C (1.240, 0.217, 3.216)  -0.171
C (0.076, 0.966, 3.417)  -0.224
C (-0.781, 0.630, 4.468)  -0.205
C (-0.472, -0.431, 5.330)  -0.201
C (0.642, -1.236, 5.054)  -0.212
C (1.504, -0.919, 4.004)  -0.232
H (-0.094, 1.834, 2.778)  0.230
H (-1.677, 1.236, 4.632)  0.221
H (-1.094, -0.603, 6.204)  0.220
H (0.848, -2.083, 5.717)  0.220
H (2.411, -1.506, 3.843)  0.227

(4)
This record from the OMol25 dataset describes a molecular structure, C28H16ClF17N5O7SeTc at a distorted geometry. The level of theory is ωB97M-V/def2-TZVPD.

Computed properties:
Net charge: 0
Spin multiplicity: 1
Relative energy (zero: lowest compared OMol25 entry of this formula, charge and spin): 33.5 kcal/mol
E_tot: -6517.08972 Eh
LUMO (spin up / spin down): -3.6 / -3.6 eV
HOMO level (spin up / spin down): -8.0 / -8.0 eV

Last column: Mulliken charge in e.
Geometry (Å):
Tc (-1.092, 0.025, -1.571)  -0.515
C (6.815, 0.156, -0.082)  -1.581
C (5.353, 0.075, 0.238)  0.702
C (4.892, 0.323, 1.536)  -1.254
C (3.556, 0.244, 1.814)  -0.464
C (2.621, -0.034, 0.777)  0.561
N (1.316, -0.007, 1.019)  0.601
C (0.760, -0.359, 2.163)  0.749
C (1.360, -1.298, 3.048)  -0.299
C (0.759, -1.607, 4.238)  -1.357
C (-0.435, -0.977, 4.596)  0.725
C (-1.084, -1.268, 5.913)  -1.582
C (-1.064, -0.091, 3.700)  -0.740
C (-0.530, 0.201, 2.473)  -0.843
C (-1.225, 1.138, 1.450)  1.364
O (-1.069, 0.660, 0.190)  1.133
C (-0.620, 2.586, 1.562)  0.484
F (0.708, 2.578, 1.388)  -0.212
F (-1.135, 3.396, 0.641)  -0.168
F (-0.859, 3.113, 2.772)  -0.293
C (-2.775, 1.216, 1.707)  -0.256
F (-3.279, -0.014, 1.702)  -0.138
F (-3.356, 1.937, 0.763)  -0.199
F (-3.097, 1.793, 2.892)  -0.264
C (3.083, -0.256, -0.569)  -0.608
C (4.439, -0.224, -0.784)  -0.768
C (2.052, -0.675, -1.639)  2.014
O (0.950, 0.106, -1.535)  -0.479
C (2.596, -0.455, -3.097)  0.333
F (1.649, -0.693, -3.978)  -0.188
F (3.647, -1.248, -3.424)  -0.286
F (3.006, 0.817, -3.221)  -0.262
C (1.846, -2.220, -1.396)  -0.087
F (3.031, -2.878, -1.419)  -0.317
F (1.052, -2.770, -2.296)  -0.204
F (1.333, -2.427, -0.168)  -0.162
H (7.429, 0.099, 0.816)  0.402
H (7.030, 1.106, -0.581)  0.320
H (7.106, -0.641, -0.767)  0.390
H (5.595, 0.590, 2.316)  0.416
H (3.176, 0.502, 2.795)  0.570
H (2.253, -1.817, 2.721)  0.586
H (1.200, -2.345, 4.898)  0.412
H (-0.376, -1.693, 6.622)  0.438
H (-1.899, -1.986, 5.776)  0.293
H (-1.517, -0.362, 6.337)  0.407
H (-2.008, 0.331, 4.001)  0.681
H (4.834, -0.443, -1.765)  0.615
Cl (-3.405, -0.011, -1.515)  -0.330
F (-4.679, -5.678, 0.474)  -0.322
C (-3.819, -4.704, 0.147)  0.594
C (-3.087, -4.070, 1.123)  -0.263
F (-3.240, -4.419, 2.410)  -0.320
C (-2.191, -3.085, 0.774)  -0.166
F (-1.483, -2.482, 1.754)  0.080
C (-1.989, -2.692, -0.542)  -0.176
O (-1.057, -1.786, -0.823)  0.958
C (-2.746, -3.345, -1.507)  0.224
F (-2.590, -3.019, -2.788)  -0.262
C (-3.643, -4.337, -1.172)  0.003
F (-4.345, -4.956, -2.122)  -0.303
N (-2.496, 6.051, -3.739)  -0.401
C (-2.316, 5.036, -2.877)  0.581
N (-3.001, 5.048, -1.715)  -0.340
N (-1.475, 4.105, -3.198)  -0.718
C (-1.270, 2.991, -2.584)  0.988
N (-1.084, 1.995, -2.038)  -0.585
H (-3.152, 6.790, -3.574)  0.181
H (-2.056, 5.966, -4.638)  0.241
H (-3.697, 5.738, -1.511)  0.198
H (-2.908, 4.265, -1.091)  0.141
O (-1.243, -0.604, -6.052)  -0.603
Se (-1.278, 0.580, -4.976)  1.139
O (0.029, 1.510, -4.852)  -0.574
O (-1.108, -0.371, -3.247)  -0.074
O (-2.696, 1.282, -4.690)  -0.561